# 1
Molecular formula: C18H33BBrN2O4S
Method: DFT, wB97M-V/def2-TZVPD

Output
- HOMO-LUMO gap: 6.25 eV
- E_HOMO: -4.1 eV

Structure (ORCA input):
```
! wB97M-V def2-TZVPD RIJCOSX def2/J DEFGRID3
* xyz -1 1
C 6.58383 0.85545 1.83520
C 6.27382 -0.46376 1.13498
C 4.92818 -1.15322 1.46169
Br 4.13558 -0.55341 3.13219
C 3.92386 -1.08364 0.29503
C 4.53994 -1.89771 -0.87753
O 2.73336 -1.71195 0.67155
B 1.54375 -0.79543 0.55196
C 0.32367 -1.52942 -0.26649
C -1.04998 -1.19242 0.31742
C -2.23164 -1.89561 -0.35763
C -3.54535 -1.71626 0.43491
C -4.73215 -1.29696 -0.43639
C -5.93373 -0.81096 0.39193
C -6.78784 0.21023 -0.36561
S -7.73052 1.18362 0.84225
C -9.27870 1.30780 0.08493
N -9.61879 1.22047 -1.15713
N -10.98939 1.39226 -1.18925
C -11.35550 1.60556 0.02058
O -10.32682 1.54585 0.90094
O 2.11400 0.37895 -0.15673
C 3.49542 0.38591 -0.05041
C 4.07558 0.96886 -1.34034
C 3.78474 2.44239 -1.45625
C 4.45924 3.29077 -0.37458
O 4.20164 2.87787 -2.76721
H 7.47475 1.29408 1.37562
H 6.80763 0.72052 2.88952
H 5.78287 1.58132 1.72909
H 7.07922 -1.16108 1.36956
H 6.31605 -0.28598 0.06146
H 5.11515 -2.21157 1.61742
H 3.80392 -2.63904 -1.16540
H 4.78720 -1.29514 -1.74896
H 5.45713 -2.40242 -0.56670
H 1.13303 -0.49558 1.69055
H 0.44714 -2.61602 -0.21472
H 0.32681 -1.24530 -1.32730
H -1.20650 -0.10978 0.32604
H -1.03722 -1.49642 1.36957
H -1.98084 -2.95299 -0.43483
H -2.34368 -1.48994 -1.36588
H -3.76274 -2.65768 0.94054
H -3.38370 -0.94643 1.19047
H -5.03969 -2.15330 -1.03712
H -4.39146 -0.50126 -1.10015
H -6.54884 -1.67625 0.64046
H -5.57727 -0.38649 1.33068
H -6.12637 0.89822 -0.88587
H -7.45150 -0.26506 -1.07947
H -12.34666 1.80371 0.38142
H 3.81712 1.00085 0.80322
H 3.55594 0.46753 -2.15884
H 5.14242 0.76862 -1.46457
H 2.70466 2.58345 -1.37495
H 4.57039 4.32547 -0.69501
H 5.42591 2.86418 -0.10780
H 3.85043 3.28849 0.52945
H 4.06253 3.82607 -2.79748
*
```

Now the Mulliken charges, all in e:
1 C -1.55
2 C -0.24
3 C -0.81
4 Br -0.17
5 C 1.00
6 C -1.84
7 O -0.77
8 B 1.02
9 C -0.88
10 C -0.40
11 C -0.62
12 C -0.74
13 C -0.73
14 C -0.78
15 C -0.52
16 S -0.21
17 C 0.54
18 N -0.24
19 N -0.49
20 C 0.06
21 O -0.28
22 O -0.80
23 C 0.60
24 C -1.24
25 C 0.24
26 C -1.17
27 O -0.55
28 H 0.39
29 H 0.39
30 H 0.33
31 H 0.38
32 H 0.31
33 H 0.68
34 H 0.43
35 H 0.33
36 H 0.39
37 H -0.35
38 H 0.24
39 H 0.18
40 H 0.23
41 H 0.30
42 H 0.32
43 H 0.34
44 H 0.23
45 H 0.48
46 H 0.22
47 H 0.48
48 H 0.27
49 H 0.53
50 H 0.37
51 H 0.41
52 H 0.41
53 H 0.02
54 H 0.43
55 H 0.39
56 H 0.21
57 H 0.46
58 H 0.11
59 H 0.31
60 H 0.35



# 2
Molecular formula: C48H54N3
Method: DFT, wB97M-V/def2-TZVPD

Output
- HOMO-LUMO gap: 3.16 eV
- E_HOMO: -8.4 eV

Structure (ORCA input):
```
! wB97M-V def2-TZVPD RIJCOSX def2/J DEFGRID3
* xyz 1 1
C 2.83150 2.77437 -0.55878
C 2.85503 1.28257 -0.88111
C 4.17474 0.62162 -0.46150
C 2.52883 1.07365 -2.34220
C 3.49883 1.18070 -3.32138
C 3.16894 1.06162 -4.65536
C 1.86295 0.81909 -5.02823
C 0.86497 0.71890 -4.07659
C -0.57316 0.47302 -4.47308
C -0.74006 -0.88783 -5.15743
C -1.11286 1.62326 -5.32626
C 1.19906 0.86505 -2.72591
N 0.16101 0.83194 -1.72264
N -0.45610 1.91487 -1.25680
N -1.29070 1.48498 -0.33644
C -2.26931 2.31690 0.32944
C -3.53574 2.49980 -0.23722
C -3.85603 1.84018 -1.55970
C -3.44326 2.75116 -2.71679
C -5.32042 1.39014 -1.66228
C -4.43171 3.35615 0.37904
C -4.09815 3.99773 1.55435
C -2.85619 3.79981 2.12228
C -1.93265 2.96109 1.52382
C -0.52676 2.82154 2.05801
C -0.47964 2.65506 3.58392
C 0.32381 3.99270 1.57150
C -1.25660 0.07195 -0.16931
C -2.09136 -0.72222 0.70924
C -2.82944 -1.82112 0.23263
C -3.63857 -2.53959 1.07999
C -3.71785 -2.20552 2.42117
C -2.98647 -1.13921 2.91268
C -2.19147 -0.40454 2.07229
C -0.29030 -0.36513 -1.09915
C 0.17784 -1.62210 -1.30747
H 1.87661 3.21604 -0.84521
H 2.99009 2.95659 0.50346
H 3.60724 3.30497 -1.11148
H 2.04783 0.79298 -0.30715
H 4.21985 -0.42228 -0.77701
H 5.03336 1.13593 -0.89636
H 4.29974 0.63469 0.62228
H 4.51707 1.38364 -3.03986
H 3.93376 1.16042 -5.40721
H 1.61047 0.72731 -6.07037
H -1.16074 0.45067 -3.53764
H -0.38556 -1.70140 -4.52190
H -1.78625 -1.08768 -5.39337
H -0.17156 -0.93394 -6.08763
H -1.01218 2.58126 -4.81406
H -0.56824 1.70811 -6.26661
H -2.16739 1.48183 -5.56384
H -3.23374 0.92902 -1.61055
H -2.37815 2.98381 -2.67048
H -3.64717 2.28940 -3.68308
H -3.97817 3.70057 -2.67897
H -5.61604 0.80232 -0.79118
H -6.00061 2.24108 -1.73017
H -5.48395 0.76745 -2.54365
H -5.39086 3.53897 -0.07510
H -4.80340 4.66665 2.01929
H -2.59216 4.31992 3.02744
H -0.11189 1.89936 1.61241
H -1.18709 1.90189 3.93466
H 0.51168 2.34636 3.91808
H -0.72414 3.58631 4.09586
H 0.27700 4.07863 0.48491
H -0.03741 4.93633 1.98079
H 1.36752 3.87632 1.86148
H -2.77813 -2.07012 -0.81307
H -4.22400 -3.35939 0.69564
H -4.35135 -2.77201 3.08402
H -3.02775 -0.88838 3.95906
H -1.60825 0.41087 2.45463
H -0.16706 -2.45092 -0.72396
H 0.94230 -1.80369 -2.03313
C 1.37084 -2.06148 3.14672
C 2.27209 -1.38603 4.02604
C 1.79848 -0.35545 4.85556
C 2.62260 0.24893 5.77575
C 3.94289 -0.14144 5.89582
C 4.44355 -1.12509 5.06434
C 3.63090 -1.73667 4.14042
C 1.74388 -3.05488 2.26834
C 0.87812 -3.85126 1.54827
C 1.33760 -4.90940 0.69466
C 0.53231 -6.03428 0.43889
C 1.01528 -7.09816 -0.28551
C 2.29901 -7.06463 -0.80123
C 3.10055 -5.95626 -0.59230
C 2.63421 -4.89579 0.14627
H 0.33007 -1.79539 3.19757
H 0.76831 -0.05535 4.77626
H 2.23404 1.02078 6.41852
H 4.57924 0.31221 6.63872
H 5.47250 -1.43043 5.15447
H 4.04106 -2.50767 3.51403
H 2.78931 -3.28249 2.19875
H -0.18086 -3.73398 1.69823
H -0.45563 -6.07862 0.86394
H 0.40198 -7.97240 -0.43885
H 2.68400 -7.90284 -1.35777
H 4.09690 -5.91900 -1.00332
H 3.25276 -4.02540 0.28170
*
```

Atomic partial charges in e from the Mulliken method, atoms 1 to 99:
1 C -1.44
2 C 1.70
3 C -1.89
4 C 0.73
5 C -0.42
6 C -1.57
7 C -0.12
8 C 0.91
9 C 1.81
10 C -1.55
11 C -1.54
12 C -2.38
13 N 2.16
14 N -1.26
15 N 2.11
16 C -1.50
17 C 0.70
18 C 1.31
19 C -1.39
20 C -1.80
21 C -0.45
22 C -1.33
23 C -0.48
24 C 0.57
25 C 1.59
26 C -1.67
27 C -1.67
28 C -0.41
29 C 0.48
30 C -0.61
31 C -1.05
32 C -0.60
33 C -0.76
34 C 0.09
35 C 1.67
36 C -2.43
37 H 0.34
38 H 0.39
39 H 0.37
40 H -0.22
41 H 0.41
42 H 0.35
43 H 0.46
44 H 0.36
45 H 0.40
46 H 0.45
47 H -0.86
48 H 0.31
49 H 0.43
50 H 0.33
51 H 0.34
52 H 0.39
53 H 0.37
54 H -0.19
55 H 0.22
56 H 0.39
57 H 0.40
58 H 0.39
59 H 0.38
60 H 0.43
61 H 0.34
62 H 0.42
63 H 0.43
64 H -0.26
65 H 0.32
66 H 0.32
67 H 0.42
68 H 0.30
69 H 0.44
70 H 0.43
71 H 0.57
72 H 0.52
73 H 0.43
74 H 0.49
75 H 0.23
76 H 0.33
77 H 0.29
78 C -0.24
79 C 0.77
80 C -0.27
81 C -0.68
82 C -0.44
83 C -0.85
84 C -0.39
85 C -0.06
86 C -0.53
87 C 0.74
88 C -0.38
89 C -0.67
90 C -0.32
91 C -0.78
92 C -0.24
93 H 0.27
94 H 0.51
95 H 0.44
96 H 0.41
97 H 0.43
98 H 0.39
99 H 0.29



# 3
Molecular formula: C18H27N3O4
Method: DFT, wB97M-V/def2-TZVPD

Output
- Structure (SMILES): CCOCCCNC(=O)[C@@H](NC(=O)CNC(C)=O)c1ccc(C)cc1
- HOMO-LUMO gap: 9.70 eV
- Energy relative to the best compared isomer or geometry (same formula, charge and spin): 16.8 kcal/mol
- E_HOMO: -9.0 eV

Structure (ORCA input):
```
! wB97M-V def2-TZVPD RIJCOSX def2/J DEFGRID3
* xyz 0 1
C 0.64002 -1.38845 -6.90852
C 0.94350 -0.45886 -5.74397
O 0.35116 -0.99737 -4.58069
C 0.71800 -0.36916 -3.37870
C 0.05921 1.00327 -3.18159
C 0.26585 1.53238 -1.76371
N -0.37651 0.69492 -0.77789
C 0.29489 0.03963 0.18516
O 1.48938 0.13858 0.37078
C -0.61281 -0.85076 1.06625
N 0.21072 -1.52747 2.03924
C 1.04509 -2.51027 1.63819
O 0.92383 -3.13799 0.60792
C 2.19416 -2.72968 2.63097
N 3.13498 -1.63206 2.50043
C 2.90046 -0.41726 3.04714
C 3.88447 0.64513 2.63128
O 1.97895 -0.21188 3.81986
C -1.67047 -0.00075 1.71473
C -3.00250 -0.11170 1.34036
C -3.96483 0.69829 1.91730
C -3.62002 1.63727 2.87945
C -4.65864 2.50291 3.52413
C -2.28349 1.74596 3.24878
C -1.31779 0.94300 2.67403
H 1.03927 -2.37773 -6.70427
H 1.08588 -1.00140 -7.82057
H -0.43478 -1.47188 -7.04175
H 2.03186 -0.36977 -5.59974
H 0.54439 0.54508 -5.95386
H 0.39190 -1.05262 -2.59016
H 1.81178 -0.26564 -3.31613
H 0.47849 1.72390 -3.88538
H -1.00948 0.90836 -3.38866
H -0.13204 2.55053 -1.68716
H 1.32884 1.54772 -1.51276
H -1.36857 0.54265 -0.87376
H -1.05853 -1.61695 0.42020
H 0.49904 -0.97974 2.84599
H 2.70522 -3.66722 2.41119
H 1.81387 -2.73495 3.65503
H 3.75839 -1.67661 1.70954
H 3.59409 0.98598 1.63848
H 3.83279 1.48241 3.32111
H 4.89781 0.25491 2.59359
H -3.29363 -0.84382 0.59967
H -4.99766 0.59531 1.61638
H -4.88597 2.12926 4.52272
H -5.57856 2.50712 2.94475
H -4.29950 3.52504 3.62561
H -1.99705 2.47167 3.99597
H -0.28546 1.05068 2.97300
*
```

Now the Mulliken charges, all in e:
1 C -1.30
2 C -0.10
3 O -0.37
4 C -0.29
5 C -0.51
6 C -0.88
7 N -0.02
8 C 0.24
9 O -0.66
10 C -0.05
11 N -0.12
12 C 0.72
13 O -0.66
14 C -0.94
15 N -0.15
16 C 1.01
17 C -1.39
18 O -0.72
19 C 0.28
20 C -0.33
21 C -0.81
22 C 1.03
23 C -1.44
24 C -0.90
25 C -0.59
26 H 0.32
27 H 0.39
28 H 0.31
29 H 0.28
30 H 0.26
31 H 0.17
32 H 0.30
33 H 0.39
34 H 0.30
35 H 0.33
36 H 0.34
37 H 0.30
38 H 0.40
39 H 0.39
40 H 0.41
41 H 0.30
42 H 0.26
43 H 0.24
44 H 0.37
45 H 0.40
46 H 0.43
47 H 0.35
48 H 0.29
49 H 0.36
50 H 0.36
51 H 0.40
52 H 0.34



# 4
Molecular formula: CH7N2Si
Method: DFT, wB97M-V/def2-TZVPD

Output
- HOMO-LUMO gap: 9.43 eV
- Energy relative to the best compared isomer or geometry (same formula, charge and spin): 45.4 kcal/mol
- E_HOMO: -14.7 eV

Structure (ORCA input):
```
! wB97M-V def2-TZVPD RIJCOSX def2/J DEFGRID3
* xyz 1 1
C 2.38823 0.42842 -0.13981
N 1.49905 -0.45933 0.00491
N -1.11044 -0.06942 0.53324
Si -2.54677 0.09623 -0.32273
H 3.43433 0.08585 -0.26399
H 1.86456 -1.49647 0.15644
H -0.02203 -0.00326 0.22588
H 1.94931 1.33974 -0.30099
H -3.75797 0.00204 0.44908
H -2.47198 0.43489 -1.82985
H -1.22630 -0.35869 1.48781
*
```

Now the Mulliken charges, all in e:
1 C -0.16
2 N -0.49
3 N -0.40
4 Si 0.50
5 H 0.24
6 H 0.23
7 H 0.46
8 H 0.25
9 H 0.03
10 H 0.04
11 H 0.29



# 5
Molecular formula: C6H28N2O6
Method: DFT, wB97M-V/def2-TZVPD

Output
- Structure (SMILES): CC(C)[C@@H](C)NCN.O.O.O.O.O.O
- HOMO-LUMO gap: 9.94 eV
- Energy relative to the best compared isomer or geometry (same formula, charge and spin): 90.9 kcal/mol
- E_HOMO: -9.3 eV

Structure (ORCA input):
```
! wB97M-V def2-TZVPD RIJCOSX def2/J DEFGRID3
* xyz 0 1
C 1.89632 2.68010 0.35175
C 0.71755 2.41236 1.13569
C -0.57867 2.26535 0.39109
C 0.74310 1.06021 2.00636
C -0.23190 0.73904 3.09783
N 0.69871 -0.01305 0.92485
C 1.89634 -0.99372 1.16750
N 1.34813 -2.38163 0.84107
H 1.95429 2.69562 -0.74464
H 2.49609 1.71349 0.38621
H 2.59264 3.30655 1.04844
H 0.61509 3.23456 1.86975
H -0.36478 1.65191 -0.53982
H -1.34620 1.71829 0.94320
H -1.05048 3.20451 0.06994
H 1.81968 0.97956 2.41685
H 0.00447 -0.23746 3.60989
H -0.26298 1.59090 3.81141
H -1.24401 0.87642 2.68418
H -0.11776 -0.60899 1.01128
H 2.73258 -0.78154 0.39142
H 2.25967 -0.80741 2.25321
H 1.89042 -3.08766 1.37326
H 1.62286 -2.57856 -0.12478
O -3.08690 -1.48810 0.93057
H -3.56870 -1.52730 1.68534
H -3.45779 -0.84917 0.28923
O -1.01696 -2.43882 -0.89175
H -1.95041 -2.09337 -0.66191
H -0.84602 -3.04935 -0.22202
O -3.58291 0.15202 -1.04598
H -3.52867 -0.04851 -1.93809
H -2.78510 0.63544 -0.96542
O 0.74791 -0.44921 -1.77216
H 0.24627 -1.04491 -1.12340
H 0.74852 0.26403 -1.24075
O 3.01296 -1.25722 -2.78603
H 2.43979 -0.69397 -3.18763
H 2.98328 -0.89236 -1.90840
O -1.43388 0.85353 -2.76428
H -0.85025 0.29750 -2.20396
H -1.13844 0.93688 -3.60850
*
```

Now the Mulliken charges, all in e:
1 C -1.21
2 C 0.76
3 C -1.16
4 C -0.77
5 C -1.43
6 N 0.07
7 C -0.48
8 N -0.55
9 H 0.39
10 H 0.17
11 H 0.28
12 H 0.56
13 H 0.08
14 H 0.17
15 H 0.35
16 H 0.66
17 H 0.30
18 H 0.44
19 H 0.22
20 H 0.30
21 H 0.02
22 H 0.47
23 H 0.23
24 H 0.30
25 O -0.65
26 H 0.25
27 H 0.40
28 O -0.66
29 H 0.37
30 H 0.29
31 O -0.69
32 H 0.32
33 H 0.30
34 O -0.79
35 H 0.41
36 H 0.32
37 O -0.64
38 H 0.28
39 H 0.31
40 O -0.66
41 H 0.41
42 H 0.26



# 6
Molecular formula: C8H8O5
Method: DFT, wB97M-V/def2-TZVPD

Output
- HOMO-LUMO gap (spin up / spin down): 6.80 / 5.60 eV
- Energy relative to the best compared isomer or geometry (same formula, charge and spin): 23.4 kcal/mol
- <S²>: 2.0301
- E_HOMO (spin up / spin down): -8.4 / -8.5 eV

Structure (ORCA input):
```
! wB97M-V def2-TZVPD RIJCOSX def2/J DEFGRID3
* xyz 0 3
C -0.32791 -0.16453 0.23443
C 1.60519 -1.11392 1.10203
C -1.65907 -0.02294 0.78355
C 2.72770 -1.35553 1.83111
C -1.85370 -0.74583 2.08280
C 0.26164 0.23980 -1.17640
C -0.83269 -0.14822 -2.21644
C 0.28850 1.87560 -1.08031
O -2.10309 -1.78388 2.60489
O 3.84621 -1.76748 1.58629
O -1.66893 0.49416 2.22050
O 1.52590 -0.18687 -1.37127
O 0.44456 -0.88966 0.97504
H -2.59873 0.41277 0.23575
H 2.43919 -1.09159 2.79384
H -0.81703 -1.26572 -2.29341
H -0.45560 0.25300 -3.17336
H -1.77230 0.32037 -1.92650
H 0.33703 2.30394 -1.99396
H 1.22045 2.32315 -0.63549
H -0.60731 2.31337 -0.58310
*
```

Now the Mulliken charges, all in e:
1 C -0.51
2 C 0.85
3 C 0.35
4 C -0.34
5 C 0.43
6 C 1.72
7 C -1.47
8 C -1.43
9 O -0.52
10 O -0.43
11 O -0.35
12 O -0.79
13 O -0.39
14 H 0.33
15 H 0.30
16 H 0.29
17 H 0.43
18 H 0.39
19 H 0.51
20 H 0.30
21 H 0.33



# 7
Molecular formula: C4H8OS
Method: DFT, wB97M-V/def2-TZVPD

Output
- Structure (SMILES): C[C@@]1(CO)CS1
- HOMO-LUMO gap: 9.57 eV
- Energy relative to the best compared isomer or geometry (same formula, charge and spin): 53.5 kcal/mol
- E_HOMO: -8.8 eV

Structure (ORCA input):
```
! wB97M-V def2-TZVPD RIJCOSX def2/J DEFGRID3
* xyz 0 1
C -0.06234 1.63641 0.40534
C 0.58881 0.00476 0.08700
C -0.34404 -1.02437 0.63720
O -1.50518 -1.13258 -0.19281
C 1.30884 -0.28729 -1.14951
S 2.35941 -0.31729 0.28275
H 0.63937 1.99864 1.15451
H -0.97400 1.32803 0.84212
H -0.15943 2.01129 -0.54344
H -0.57113 -0.76512 1.63478
H 0.20402 -2.01441 0.93613
H -1.25500 -1.53611 -0.99152
H 0.86761 -1.27346 -1.57149
H 1.69946 0.49256 -1.86727
*
```

Now the Mulliken charges, all in e:
1 C -1.13
2 C 1.00
3 C -1.15
4 O -0.46
5 C -0.80
6 S -0.21
7 H 0.33
8 H 0.37
9 H 0.39
10 H 0.49
11 H 0.27
12 H 0.36
13 H 0.22
14 H 0.32



# 8
Molecular formula: C4H6N2O2
Method: DFT, wB97M-V/def2-TZVPD

Output
- HOMO-LUMO gap: 7.97 eV
- Energy relative to the best compared isomer or geometry (same formula, charge and spin): 211.3 kcal/mol
- E_HOMO: -9.0 eV

Structure (ORCA input):
```
! wB97M-V def2-TZVPD RIJCOSX def2/J DEFGRID3
* xyz 0 1
C 1.33676 1.75610 0.78530
C -1.56203 -0.01179 -0.40214
C -0.31180 -0.64469 -0.89543
C 0.34277 -1.71515 -0.08764
H 0.77113 2.76096 0.09062
H 0.25059 -0.08228 1.24554
H -2.15840 -0.46307 0.44901
H -1.98783 0.36348 -1.47911
H -0.32137 -0.83266 -2.04180
H 0.16777 -2.87674 -0.62190
N 0.23409 0.88931 0.84086
N -0.16982 0.62765 -0.38550
O 2.56954 1.51865 1.41092
O 0.83861 -1.28978 1.09127
*
```

Now the Mulliken charges, all in e:
1 C 0.14
2 C -0.50
3 C -0.01
4 C 0.11
5 H 0.24
6 H 0.45
7 H 0.29
8 H 0.25
9 H 0.28
10 H 0.26
11 N -0.18
12 N -0.27
13 O -0.55
14 O -0.52



no.,total energy (eV)
1,-111927.877
2,-55114.845
3,-31766.304
4,-11999.810
5,-21938.967
6,-18652.242
7,-17158.132
8,-11311.879